Molecular formula: C12H25N
Method: DFT, ωB97M-V/def2-TZVPD

The geometry in XYZ format:
```
38
Properties=species:S:1:pos:R:3:forces:R:3:nbo_charge:R:1
N -0.0029 2.7091 1.5162 0.5 0.2 0.2 -0.463
C 1.4251 3.1274 1.5990 0.0 0.3 -1.3 -0.223
C 0.6986 -1.9645 -1.1014 0.4 0.8 0.5 -0.402
C -1.4698 4.5184 0.6113 -0.7 0.7 -0.8 -0.617
C 0.6000 -0.9786 1.2366 3.0 0.8 1.2 -0.392
C 2.3638 2.4856 0.5304 0.2 -1.9 2.1 -0.429
C 0.7097 0.4752 0.8621 1.1 -0.3 -1.4 -0.236
C -0.0983 1.2644 1.8153 0.3 1.9 -0.3 -0.198
C 1.3130 -1.9346 0.3086 0.7 -2.3 1.2 -0.200
C -0.7518 3.2206 0.3028 -1.0 -1.9 1.5 -0.222
C 1.3371 -3.3526 1.0432 -2.6 0.0 -3.1 -0.605
C 2.2407 0.9570 0.7688 -1.7 -1.0 -3.1 -0.400
C -0.8137 -2.0937 -1.2852 1.3 0.9 1.5 -0.607
H -0.8814 5.1859 1.2108 0.4 0.3 0.4 0.211
H -2.4676 4.4631 1.0602 0.4 -0.6 0.3 0.210
H -1.6897 5.0523 -0.3196 0.2 0.0 -0.1 0.201
H 2.4071 -1.7330 0.2596 -0.8 0.6 -0.3 0.202
H -1.3295 -1.1659 -1.1693 -0.3 0.8 0.2 0.198
H 0.9749 -0.9833 -1.4928 0.2 -0.2 -0.6 0.202
H 0.1739 0.6047 -0.0865 0.6 0.1 -0.4 0.189
H 0.2361 -3.6211 1.0177 1.1 -0.2 0.5 0.189
H -0.4159 -1.1865 1.4008 -1.5 -0.8 0.1 0.205
H 1.1664 -2.7415 -1.6855 0.4 -0.2 -0.2 0.203
H -1.2308 -2.7670 -0.5934 -0.7 -1.1 0.8 0.201
H -0.0647 3.3567 -0.5392 -0.3 -0.2 -0.1 0.183
H 1.8973 2.9513 2.5898 -0.8 0.0 -0.4 0.199
H 2.7277 0.3666 -0.0873 -0.7 0.9 0.9 0.205
H -1.6040 2.4450 0.0819 1.9 1.1 0.0 0.196
H -1.1604 0.9977 1.7548 0.2 -0.2 0.5 0.197
H 3.4283 2.6800 0.7405 -0.4 0.6 -0.1 0.209
H 2.7712 0.5801 1.6093 0.4 0.1 1.2 0.198
H 1.6417 -3.3001 2.0589 0.6 0.0 0.7 0.210
H 1.4621 4.1813 1.3868 -0.1 0.7 0.4 0.194
H -0.9781 -2.4010 -2.2556 -0.6 -0.9 -2.1 0.210
H 2.1577 2.7661 -0.4857 -0.3 0.1 -0.4 0.201
H 1.1246 -1.0193 2.2488 -0.7 -0.3 -0.9 0.189
H 1.8271 -4.1502 0.4134 -0.1 0.9 0.9 0.206
H 0.3833 1.1133 2.7829 -0.7 0.1 0.6 0.186
```
Positions in Å, forces in eV/Å.

Summary:
HOMO energy = -7.97 eV
Structure (SMILES) = CC[C@H](C)C[C@@H]1CCCN(CC)C1
Frontier orbital gap = 8.92 eV
Energy = -14338.469 eV

Molecular formula: C12H25N3O6S
Method: DFT, ωB97M-V/def2-TZVPD

The geometry in XYZ format:
```
47
Properties=species:S:1:pos:R:3:forces:R:3:nbo_charge:R:1
S 0.5117 -0.6907 1.3168 -0.2 0.3 0.1 -0.107
O -3.3695 5.0715 -1.6872 0.1 -0.2 -0.1 -0.750
O -3.1817 4.1521 0.6738 0.0 -0.3 -0.2 -0.713
O -2.9442 3.3654 -4.0231 0.0 0.1 0.2 -0.737
O 1.2484 -3.5156 2.4994 0.1 0.2 0.2 -0.658
O -2.5085 1.5434 1.4909 -0.2 0.4 -0.3 -0.721
O 5.4434 -2.4329 1.2109 0.1 -0.2 0.3 -0.667
N -2.5670 0.8207 -2.1790 0.2 0.0 -0.2 -0.643
N 3.4564 -1.4210 0.9536 -0.8 0.2 0.4 -0.611
N 3.3732 -4.1646 2.1887 1.1 0.1 -0.1 -0.610
C 4.6677 -1.7731 0.5304 1.1 -0.4 -0.3 0.688
C -3.3112 3.0715 -0.2589 0.1 1.1 0.3 0.068
C -3.7772 1.4587 -2.7275 0.6 -0.1 0.6 -0.245
C -2.3448 1.9176 0.1119 0.1 -0.4 0.2 0.086
C 2.8962 -1.7522 2.2669 0.4 0.2 -0.1 -0.144
C 3.1240 -5.6037 2.2186 -0.4 0.4 0.0 -0.412
C -2.5563 0.6348 -0.7139 -0.4 0.2 -0.8 -0.236
C 5.0584 -1.3244 -0.8573 -0.1 0.0 0.1 -0.706
C -3.6722 2.9905 -2.8378 0.2 -0.8 -0.3 0.072
C 2.4328 -3.2254 2.3464 -1.0 -0.3 -0.4 0.662
C 1.8008 -0.7219 2.5981 0.1 -0.9 0.1 -0.512
C -2.9844 3.6804 -1.6442 0.1 -0.3 -1.2 0.063
H 3.6857 -1.6424 3.0121 0.2 0.1 0.0 0.235
H -4.3441 2.7105 -0.2387 -0.1 -0.1 0.1 0.162
H 2.2513 0.2687 2.6763 -0.1 -0.1 -0.1 0.236
H -4.6444 1.2023 -2.1087 -0.2 0.0 0.0 0.178
H 4.3255 -1.6875 -1.5757 0.0 0.1 -0.1 0.228
H -1.7500 -0.0610 -0.4662 0.0 0.1 0.0 0.204
H -1.7496 1.0161 1.7930 -0.2 0.3 -0.4 0.483
H 4.0429 -6.1478 1.9949 -0.1 0.2 0.0 0.210
H -3.4946 0.1636 -0.4018 -0.1 0.1 0.3 0.172
H -1.9005 3.6155 -1.7907 -0.1 0.0 -0.1 0.189
H 5.0978 -0.2367 -0.8843 0.0 0.1 -0.2 0.231
H -2.3914 -0.0700 -2.6464 -0.1 0.5 0.3 0.368
H -3.9717 1.0534 -3.7255 0.0 0.1 0.1 0.196
H 2.7643 -5.8934 3.2077 0.0 -0.1 -0.1 0.207
H 2.8643 -0.8973 0.3276 -0.2 -0.1 0.0 0.414
H -3.1006 5.4369 -2.5515 -0.1 -0.4 0.6 0.496
H -1.3203 2.2716 -0.0428 0.0 0.1 -0.1 0.168
H 4.3194 -3.8429 2.0043 -0.1 0.1 0.1 0.435
H 1.3473 -0.9749 3.5583 0.0 0.1 -0.1 0.244
H -3.2427 2.8496 -4.7903 0.0 0.2 0.5 0.472
H 2.3632 -5.8633 1.4797 0.0 -0.1 0.1 0.209
H 6.0398 -1.7312 -1.0980 -0.1 0.1 0.1 0.245
H -3.4077 4.9651 0.1756 0.2 -0.5 0.4 0.493
H -4.6957 3.3729 -2.9173 0.0 0.1 0.1 0.172
H 0.1156 -1.9587 1.5309 0.1 0.1 0.0 0.188
```
Positions in Å, forces in eV/Å.

Summary:
HOMO energy = -8.98 eV
Structure (SMILES) = O[C@H]1[C@H](O)[C@@H](O)CNC[C@@H]1O.CNC(=O)[C@H](CS)NC(C)=O
Frontier orbital gap = 9.47 eV
Energy = -40440.506 eV

Molecular formula: C12H25NPtS4
Method: DFT, ωB97M-V/def2-TZVPD

The geometry in XYZ format:
```
43
Properties=species:S:1:pos:R:3:forces:R:3:mulliken_spin:R:1
Pt 1.2496 0.1081 -0.2812 0.0 0.3 1.0 0.663
S 3.4851 -0.0490 0.2557 1.1 -0.6 -0.7 0.401
S 1.0836 0.3823 2.0140 -0.8 -0.3 1.4 0.509
S -0.0341 -2.1470 -0.3183 0.2 -0.6 -0.4 0.078
S -0.1178 2.1665 -0.3733 0.0 1.3 -0.4 0.108
N 0.4118 0.0516 -2.2477 -0.4 -0.3 -2.3 0.072
C 1.2724 -3.3705 -0.0243 -0.1 0.0 0.0 -0.009
C 0.6957 -1.2542 -2.9216 0.0 0.7 0.2 -0.010
C 3.3585 -0.9259 1.7147 -0.4 -0.1 0.1 0.119
C 1.9579 -1.5833 3.7382 0.2 0.1 0.3 -0.019
C 4.4421 -1.9013 2.0557 0.2 0.1 0.3 -0.015
C 0.7114 1.3191 -2.9678 0.3 -0.7 0.1 -0.004
C -0.1321 -2.2820 -2.1496 -0.3 -0.1 0.4 0.003
C 1.2423 3.2401 0.1932 -0.2 0.2 -0.1 0.011
C 0.0152 2.4322 -2.1868 -0.6 0.3 0.3 -0.002
C -3.5980 -0.1005 0.9271 0.1 -0.1 -0.6 0.001
C 2.2348 -0.7672 2.5089 0.3 0.0 -0.3 0.075
C -3.7494 -0.1614 -0.4042 0.1 0.1 0.7 0.000
H 1.0143 4.2591 -0.1324 0.1 0.0 0.1 0.005
H -1.2046 -2.1254 -2.3448 0.3 -0.1 -0.2 0.002
H 1.2858 -3.5753 1.0532 0.1 0.1 -0.3 0.003
H 1.0000 -4.2855 -0.5647 0.2 0.1 0.2 0.004
H 0.4817 3.4097 -2.3399 -0.1 -0.2 -0.1 0.003
H 1.7988 1.4618 -3.0293 -0.3 -0.1 0.1 -0.002
H 2.2018 2.8879 -0.2005 -0.3 0.1 0.2 0.000
H -1.0382 2.4995 -2.4938 0.3 0.1 -0.2 0.006
H -3.6410 0.8498 1.4705 0.1 -0.4 -0.3 0.000
H 1.2533 3.1929 1.2866 0.0 0.0 -0.3 -0.006
H 4.8490 -1.6667 3.0466 0.1 -0.3 -0.1 0.001
H 0.3044 1.2586 -3.9889 0.1 0.2 0.1 -0.005
H 1.7744 -1.4561 -2.8768 -0.3 0.1 0.1 0.004
H -3.4021 -1.0040 1.5211 -0.2 0.4 -0.3 0.000
H 5.2515 -1.8568 1.3240 -0.1 0.0 0.1 0.004
H 0.3825 -1.2136 -3.9785 0.0 -0.2 0.2 -0.004
H 1.0098 -1.2699 4.1844 0.2 -0.1 0.0 0.003
H 4.0428 -2.9245 2.0731 0.1 0.1 0.1 0.004
H -3.9000 0.7486 -1.0008 0.0 -0.5 0.3 0.000
H 2.2446 -2.9849 -0.3495 -0.2 -0.1 0.1 0.009
H -0.6162 0.0664 -2.1833 0.3 -0.1 0.3 -0.018
H 0.1261 -3.3131 -2.4034 -0.1 0.2 -0.1 0.001
H -3.7318 -1.1264 -0.9251 0.0 0.4 0.1 0.000
H 1.8834 -2.6547 3.4960 0.1 0.2 0.1 0.004
H 2.7543 -1.4513 4.4816 -0.1 -0.2 0.0 0.004
```
Positions in Å, forces in eV/Å.

Summary:
HOMO energy (alpha / beta) = -5.18 / -6.33 eV
2S+1 = 3
Frontier orbital gap (alpha / beta) = 5.46 / 5.96 eV
Energy = -60924.814 eV

Copy entry 2 word for word.
Molecular formula: C12H25N3O6S
Method: DFT, ωB97M-V/def2-TZVPD

The geometry in XYZ format:
```
47
Properties=species:S:1:pos:R:3:forces:R:3:nbo_charge:R:1
S 0.5117 -0.6907 1.3168 -0.2 0.3 0.1 -0.107
O -3.3695 5.0715 -1.6872 0.1 -0.2 -0.1 -0.750
O -3.1817 4.1521 0.6738 0.0 -0.3 -0.2 -0.713
O -2.9442 3.3654 -4.0231 0.0 0.1 0.2 -0.737
O 1.2484 -3.5156 2.4994 0.1 0.2 0.2 -0.658
O -2.5085 1.5434 1.4909 -0.2 0.4 -0.3 -0.721
O 5.4434 -2.4329 1.2109 0.1 -0.2 0.3 -0.667
N -2.5670 0.8207 -2.1790 0.2 0.0 -0.2 -0.643
N 3.4564 -1.4210 0.9536 -0.8 0.2 0.4 -0.611
N 3.3732 -4.1646 2.1887 1.1 0.1 -0.1 -0.610
C 4.6677 -1.7731 0.5304 1.1 -0.4 -0.3 0.688
C -3.3112 3.0715 -0.2589 0.1 1.1 0.3 0.068
C -3.7772 1.4587 -2.7275 0.6 -0.1 0.6 -0.245
C -2.3448 1.9176 0.1119 0.1 -0.4 0.2 0.086
C 2.8962 -1.7522 2.2669 0.4 0.2 -0.1 -0.144
C 3.1240 -5.6037 2.2186 -0.4 0.4 0.0 -0.412
C -2.5563 0.6348 -0.7139 -0.4 0.2 -0.8 -0.236
C 5.0584 -1.3244 -0.8573 -0.1 0.0 0.1 -0.706
C -3.6722 2.9905 -2.8378 0.2 -0.8 -0.3 0.072
C 2.4328 -3.2254 2.3464 -1.0 -0.3 -0.4 0.662
C 1.8008 -0.7219 2.5981 0.1 -0.9 0.1 -0.512
C -2.9844 3.6804 -1.6442 0.1 -0.3 -1.2 0.063
H 3.6857 -1.6424 3.0121 0.2 0.1 0.0 0.235
H -4.3441 2.7105 -0.2387 -0.1 -0.1 0.1 0.162
H 2.2513 0.2687 2.6763 -0.1 -0.1 -0.1 0.236
H -4.6444 1.2023 -2.1087 -0.2 0.0 0.0 0.178
H 4.3255 -1.6875 -1.5757 0.0 0.1 -0.1 0.228
H -1.7500 -0.0610 -0.4662 0.0 0.1 0.0 0.204
H -1.7496 1.0161 1.7930 -0.2 0.3 -0.4 0.483
H 4.0429 -6.1478 1.9949 -0.1 0.2 0.0 0.210
H -3.4946 0.1636 -0.4018 -0.1 0.1 0.3 0.172
H -1.9005 3.6155 -1.7907 -0.1 0.0 -0.1 0.189
H 5.0978 -0.2367 -0.8843 0.0 0.1 -0.2 0.231
H -2.3914 -0.0700 -2.6464 -0.1 0.5 0.3 0.368
H -3.9717 1.0534 -3.7255 0.0 0.1 0.1 0.196
H 2.7643 -5.8934 3.2077 0.0 -0.1 -0.1 0.207
H 2.8643 -0.8973 0.3276 -0.2 -0.1 0.0 0.414
H -3.1006 5.4369 -2.5515 -0.1 -0.4 0.6 0.496
H -1.3203 2.2716 -0.0428 0.0 0.1 -0.1 0.168
H 4.3194 -3.8429 2.0043 -0.1 0.1 0.1 0.435
H 1.3473 -0.9749 3.5583 0.0 0.1 -0.1 0.244
H -3.2427 2.8496 -4.7903 0.0 0.2 0.5 0.472
H 2.3632 -5.8633 1.4797 0.0 -0.1 0.1 0.209
H 6.0398 -1.7312 -1.0980 -0.1 0.1 0.1 0.245
H -3.4077 4.9651 0.1756 0.2 -0.5 0.4 0.493
H -4.6957 3.3729 -2.9173 0.0 0.1 0.1 0.172
H 0.1156 -1.9587 1.5309 0.1 0.1 0.0 0.188
```
Positions in Å, forces in eV/Å.

Summary:
HOMO energy = -8.98 eV
Structure (SMILES) = O[C@H]1[C@H](O)[C@@H](O)CNC[C@@H]1O.CNC(=O)[C@H](CS)NC(C)=O
Frontier orbital gap = 9.47 eV
Energy = -40440.506 eV

Which value of energy does entry 1 give?
-14338.469 eV

The lowest energy belongs to which entry?
C12H25NPtS4